{
  "formula": "C6H12O",
  "method": "ωB97M-V/def2-TZVPD",
  "gap_ha": 0.379,
  "lumo_energy_ev": 1.21,
  "total_energy_ev": -8460.719,
  "de_lowest_ev": 3.6353,
  "homo_ha": -0.3351,
  "symbols": ["C", "C", "C", "C", "C", "O", "C", "H", "H", "H", "H", "H", "H", "H", "H", "H", "H", "H", "H"],
  "positions_angstrom": [[-2.04905, -0.16109, -1.41162], [-1.26302, 0.44218, -0.24838], [-0.17304, -0.37080, 0.44507], [0.85607, 0.49835, 1.13594], [1.29434, -0.49489, 0.10437], [1.95156, -1.30358, 1.08401], [1.63387, -0.34326, 2.11657], [-1.48001, -0.15126, -2.34644], [-2.36276, -1.19129, -1.21874], [-2.95748, 0.43123, -1.57701], [-1.97918, 0.66764, 0.55466], [-0.86431, 1.41530, -0.56043], [0.55829, 0.47552, -2.37470], [-0.55485, -1.22862, 1.00087], [0.80855, 1.58027, 1.07909], [1.20345, 0.84163, -2.37204], [1.78898, -0.44418, -0.85573], [1.05843, -0.80349, 2.92704], [2.53017, 0.14033, 2.51748]]
}